(1)
Density functional theory data (ωB97M-V/def2-TZVPD) for a 16-piece molecular cluster, C78H201N13O29 overall at a distorted geometry.

Properties
E_tot: -5985.51038 a.u.
LUMO: 0.663 eV

ORCA input file:
```
! wB97M-V def2-TZVPD RIJCOSX def2/J DEFGRID3
* xyz 0 1
O 6.225 -1.801 4.610
O -7.033 1.073 4.370
O -1.297 -3.649 1.753
O 5.076 2.989 -2.420
O 2.420 0.539 5.391
O -3.033 0.460 1.884
O 0.202 1.622 -2.206
O 1.160 7.324 -0.792
O -0.366 3.329 3.115
O 3.244 -1.435 1.438
O -2.386 -7.613 -1.702
O 0.703 -3.279 4.847
O -4.368 2.453 5.035
O -5.640 -3.305 6.329
O 4.657 -4.805 -1.788
O -0.820 3.573 7.901
O 3.493 3.776 1.902
O -4.281 -1.679 -3.322
O 4.036 -5.863 -5.930
O 3.750 0.289 -6.097
O -7.324 -6.596 -3.760
O -0.423 -2.651 -0.566
O -1.419 5.728 -3.933
O 3.392 4.996 -4.763
O 8.777 3.696 0.095
O -1.224 -3.808 -4.289
O -4.505 -5.905 1.851
O -7.064 4.276 3.160
O -4.855 3.103 -2.520
N -2.572 -5.567 -0.113
N 0.583 4.986 -5.878
N -5.669 -4.333 -4.075
N -5.379 3.234 0.137
N 1.846 2.828 7.527
N -0.507 0.122 0.046
N -0.021 5.079 -0.023
N 1.597 -2.882 -2.887
N 5.075 -3.064 -6.781
N 4.613 1.069 1.902
N 7.270 1.609 -1.119
N 3.687 -3.241 5.029
N -4.154 -0.398 4.667
C -4.004 2.440 -1.701
C -1.862 -0.241 2.207
C 1.472 -3.569 6.034
C -5.725 -2.083 5.652
C 1.596 8.621 -1.117
C 3.154 -2.825 1.776
C -2.738 -8.545 -2.683
C -0.618 0.323 1.500
C 0.049 3.939 0.885
C 0.882 5.004 -1.150
C -0.798 4.131 2.097
C -6.008 -5.277 -5.162
C -7.262 -6.098 -5.115
C 6.858 1.330 -2.425
C 4.447 -1.063 0.808
C 0.977 0.503 -1.768
C 8.662 1.545 -0.845
C -4.443 -1.781 4.946
C 0.161 4.557 7.954
C 2.982 2.403 6.748
C 3.639 -5.135 -7.071
C -8.327 4.331 3.801
C 7.049 -0.942 3.839
C 0.934 6.361 -1.820
C 4.527 0.434 0.638
C -4.802 3.766 5.301
C 5.113 -5.756 -2.731
C -6.094 -2.924 -4.118
C 0.872 0.454 -0.255
C -8.555 -7.334 -3.572
C -1.227 3.371 4.264
C 2.470 -3.727 -2.008
C -2.277 -3.810 -5.225
C 1.791 5.491 -6.549
C 5.407 1.646 -2.709
C 4.764 -4.265 -7.558
C 4.841 3.600 1.477
C -1.927 3.803 8.786
C -7.021 3.715 1.911
C 4.105 -1.973 -6.917
C 5.385 2.337 2.026
C 2.785 -4.147 5.612
C 3.770 -7.238 -6.000
C 3.983 -3.704 -2.367
C -4.125 -0.291 1.408
C -0.672 5.611 -6.204
C -0.547 -2.721 5.187
C -5.545 3.499 1.558
C 3.238 5.169 1.821
C 1.687 0.049 4.298
C -2.394 5.370 -2.931
C 1.268 -3.579 -4.122
C -4.649 -5.711 3.257
C -4.491 -4.697 1.120
C -1.771 5.183 -5.195
C 4.518 -0.901 -5.894
C 4.259 -2.240 5.859
C -3.316 -1.291 -2.339
C 9.033 2.319 0.409
C 2.945 4.706 -6.055
C 4.038 6.254 -4.595
C -3.993 3.126 -0.375
C 0.087 1.907 -3.603
C 2.737 1.970 5.328
C -3.942 -5.072 -0.232
C 3.692 3.149 -2.450
C 1.309 4.106 7.075
C -0.025 -3.186 -4.819
C 5.086 -1.178 5.133
C 2.417 0.052 -6.143
C -1.683 -5.456 -1.285
C -6.854 -3.990 6.476
C -4.515 1.539 6.099
C -3.741 0.306 5.882
C -5.522 -2.214 -2.961
C -4.642 2.785 -3.869
C -2.353 -6.371 -2.326
C 9.033 4.538 1.171
H -0.288 -2.111 -4.942
H 2.708 -7.492 -5.778
H -4.838 -0.598 2.155
H -5.019 4.277 4.375
H 0.655 5.035 -4.875
H -1.780 -4.383 1.365
H 0.802 -2.606 -2.329
H -5.515 -2.958 -2.108
H -7.548 2.706 1.936
H -0.650 5.187 2.337
H 5.547 -0.636 -6.014
H 1.274 -4.677 -3.970
H -0.354 2.885 -3.744
H 1.785 6.350 -2.529
H -0.616 6.742 -6.107
H -3.762 -8.380 -3.124
H -0.987 5.322 -7.200
H 2.083 4.860 7.222
H -4.804 -6.683 3.690
H 4.785 0.950 -2.119
H 4.410 -3.913 4.697
H -2.543 -0.731 -2.897
H -0.269 3.042 0.318
H -2.536 -2.817 -5.642
H 2.738 3.614 -5.980
H 2.138 -0.522 -7.019
H -8.520 -7.675 -2.527
H -2.772 -9.506 -2.231
H 1.915 2.578 4.991
H -2.843 -2.152 -1.782
H 8.139 4.493 1.773
H 7.439 -0.104 4.417
H -4.064 -0.284 6.742
H -3.690 -5.428 3.711
H 5.389 -0.424 5.846
H -6.155 -4.818 -3.266
H 5.482 2.483 3.115
H 0.008 5.949 0.461
H 3.771 3.168 6.785
H 3.693 2.081 4.733
H -0.712 -5.876 -0.913
H 4.373 -1.309 -4.891
H 1.548 -0.284 0.204
H -0.879 2.619 4.952
H 2.579 8.680 -1.561
H -7.178 -2.909 -3.997
H 2.108 0.447 3.382
H 5.116 -6.779 -2.251
H -0.495 1.381 1.832
H 1.796 0.945 -6.235
H -4.041 4.358 5.866
H -5.413 3.279 -4.436
H 0.859 9.128 -1.725
H 4.091 -1.610 -7.957
H -2.248 3.113 4.068
H 9.310 2.028 -1.714
H -6.284 0.505 4.112
H -4.340 -2.351 4.029
H 9.203 5.557 0.860
H -4.144 2.048 7.026
H -2.814 3.176 8.524
H -3.435 -0.270 4.000
H -5.924 -1.339 6.459
H -0.295 5.451 7.545
H -5.969 -4.749 -6.154
H 9.031 0.526 -0.722
H -5.905 3.883 -0.413
H -0.505 1.088 -4.049
H 1.200 1.443 0.103
H 4.594 -5.759 -3.657
H -4.657 -5.741 -0.655
H 6.505 -0.520 3.043
H -3.425 -5.974 -2.514
H 1.102 3.717 1.193
H 3.283 5.570 0.825
H 1.495 -2.668 6.625
H -1.121 0.743 -0.501
H 3.902 -3.120 2.526
H 5.346 4.418 1.959
H -8.529 -8.179 -4.244
H -2.691 0.469 6.001
H 6.361 2.179 1.630
H 4.376 -0.736 4.424
H -0.418 -1.708 5.594
H -3.399 5.623 -3.310
H 3.584 0.694 0.127
H 3.928 5.726 2.475
H 0.588 -0.414 -2.187
H -1.589 -0.250 3.288
H -1.120 -2.683 4.267
H -3.625 -2.222 5.493
H -3.431 2.452 0.373
H -3.755 -4.054 1.573
H 3.117 -2.297 -6.612
H 6.959 2.530 -0.789
H -1.167 4.322 4.708
H -8.281 4.982 4.673
H 4.575 -1.468 -0.209
H 0.595 4.628 8.955
H 0.523 4.221 -1.799
H -8.166 -5.514 -5.406
H 0.059 -3.592 -5.853
H 0.018 6.472 -2.350
H 4.139 -3.739 -3.442
H -2.775 5.585 -5.489
H 2.255 5.367 2.278
H 7.862 -1.477 3.420
H 5.032 -3.283 -5.804
H 1.889 4.696 -0.860
H -4.707 1.702 -4.007
H -2.173 4.904 8.857
H -3.863 -4.175 -0.847
H -6.543 -2.129 4.956
H -3.775 -1.178 0.764
H 1.913 6.577 -6.496
H -7.123 -4.471 5.569
H -2.994 2.295 -2.162
H 6.137 -5.594 -3.126
H 10.037 2.223 0.602
H -1.906 3.986 1.864
H -6.080 -1.319 -2.641
H 4.391 -7.772 -5.282
H -3.378 3.986 -0.367
H -2.173 5.848 -1.942
H 3.455 -1.734 6.350
H -0.543 -3.991 2.262
H 4.991 6.130 -5.145
H -5.574 1.405 6.210
H 5.214 1.383 -3.774
H 1.063 2.195 7.510
H 3.152 2.724 -1.570
H 5.370 0.747 0.000
H 4.374 6.435 -3.564
H -4.703 0.275 0.690
H 3.405 4.205 -2.540
H -1.938 -1.260 1.772
H 4.976 3.556 0.389
H -2.021 -8.488 -3.492
H -1.161 -3.334 5.872
H -2.404 4.254 -2.887
H 3.252 -4.616 6.485
H -9.094 4.798 3.190
H -1.817 4.075 -5.211
H -6.833 1.924 4.003
H 0.872 -4.357 6.525
H -6.760 -4.781 7.225
H -7.701 -3.354 6.738
H -3.623 3.154 -4.149
H -1.580 -4.491 -1.710
H 3.403 -5.896 -7.803
H 6.952 0.262 -2.663
H -5.216 -6.055 -5.178
H 2.233 -2.883 2.345
H 1.014 1.745 -4.123
H 3.220 2.711 -3.283
H -5.082 2.609 2.121
H -7.155 -6.971 -5.770
H 4.003 -7.626 -7.002
H -5.479 -4.206 0.951
H 1.705 5.276 -7.621
H 9.900 4.145 1.721
H 2.724 -4.542 -6.878
H -3.749 -0.492 -1.686
H 5.593 -4.976 -7.605
H -3.186 -4.119 -4.744
H -5.376 -5.011 3.601
H -4.462 1.414 -1.499
H 2.043 -3.365 -4.844
H -1.683 3.477 9.841
H 4.873 -2.655 6.680
H 3.713 1.151 2.372
H 4.557 -4.071 -8.637
H 0.625 0.241 4.521
H -0.371 -2.939 0.335
H 2.159 -4.777 -2.002
H 2.108 -0.574 -5.303
H 2.630 -5.004 4.979
H 0.156 -0.260 1.935
H -7.542 4.348 1.168
H 4.454 -2.807 -2.021
H 2.050 0.668 -2.029
H -5.728 -2.449 -5.025
H -5.050 4.360 1.977
H -8.668 3.369 4.213
H 3.784 4.869 -6.760
H 1.639 9.232 -0.215
H 8.455 2.051 1.302
H 3.155 -3.436 0.872
H -2.526 -6.485 0.333
H 3.402 7.052 -4.951
H 1.810 -1.030 4.364
H -1.801 -6.471 -3.265
H -0.598 -1.677 -0.515
H 5.303 -1.473 1.344
H 1.007 4.062 5.992
H -9.429 -6.759 -3.868
H -5.635 3.756 5.994
H 7.523 1.935 -3.093
H 2.291 -3.336 -0.972
H 3.406 1.586 7.345
H -2.085 -4.395 -6.172
*
```

Löwdin population analysis, charges in e, atoms 1 to 4: atom 1 (O): -0.17, atom 2 (O): -0.05, atom 3 (O): -0.07, atom 4 (O): -0.15

---

(2)
Density functional theory data (ωB97M-V/def2-TZVPD) for one molecule with the formula C23H28N6O3 at a distorted geometry.

Properties
E_tot: -1447.47408 a.u.
SMILES: COc1ccc(OC)c([C@@H](c2nnnn2Cc2ccccc2)N2CCC(C(N)=O)CC2)c1
LUMO: 0.630 eV

ORCA input file:
```
! wB97M-V def2-TZVPD RIJCOSX def2/J DEFGRID3
* xyz 0 1
O -0.965 -2.642 0.598
O -0.079 4.196 1.047
O 1.905 -2.072 -4.089
N 1.839 -1.369 3.381
N 2.525 -2.036 2.553
N 2.174 -1.761 1.307
N -0.356 5.507 -0.742
N 0.993 0.905 -0.345
N 0.987 -0.606 2.689
C -3.263 1.196 1.913
C 1.995 -3.088 -5.056
C -1.618 -3.843 0.928
C 1.271 3.746 -0.933
C -0.040 1.610 -1.082
C 0.569 2.759 -1.875
C -1.949 1.302 2.336
C 0.425 -3.460 -2.728
C 0.112 0.306 3.384
C 2.285 2.967 -0.095
C 1.635 1.783 0.616
C -0.295 -2.588 -0.597
C -2.020 -0.974 3.097
C 0.450 -0.330 0.211
C -1.318 0.212 2.925
C 1.162 -1.298 -2.009
C 0.234 4.479 -0.088
C 1.213 -0.866 1.373
C -0.293 -3.595 -1.547
C -3.954 0.007 2.075
C 0.439 -1.418 -0.844
C 1.161 -2.312 -2.967
C -3.332 -1.076 2.672
H 0.484 1.328 3.264
H 2.415 1.218 1.133
H -3.746 2.046 1.454
H -3.874 -2.000 2.810
H 0.195 0.030 4.441
H 1.749 -0.413 -2.181
H 1.802 4.498 -1.529
H 0.398 -4.271 -3.439
H -1.529 -1.815 3.565
H -0.588 -0.176 0.563
H -0.213 3.259 -2.451
H 1.306 2.354 -2.571
H -2.023 -3.695 1.928
H -0.845 -4.507 -1.388
H 0.922 2.178 1.351
H -1.416 2.234 2.208
H 3.072 2.598 -0.756
H 2.425 -4.004 -4.638
H -0.919 -4.685 0.942
H -0.105 5.767 -1.679
H -2.439 -4.058 0.236
H 2.736 3.621 0.653
H -1.069 6.039 -0.270
H -0.510 0.901 -1.767
H 1.018 -3.314 -5.497
H -4.978 -0.073 1.742
H -0.820 1.999 -0.403
H 2.657 -2.701 -5.830
*
```

Löwdin population analysis, charges in e, atoms 1 to 4: atom 1 (O): -0.10, atom 2 (O): 0.05, atom 3 (O): -0.09, atom 4 (N): 0.04

---

(3)
Density functional theory data (ωB97M-V/def2-TZVPD) for C3H6N2O3 as an isolated structure at a distorted geometry.

Properties
E_tot: -453.01118 a.u.
LUMO: 0.712 eV

ORCA input file:
```
! wB97M-V def2-TZVPD RIJCOSX def2/J DEFGRID3
* xyz 0 1
O -1.235 1.382 0.783
O -1.435 -0.781 0.243
O 0.336 0.423 -0.359
N 2.190 -0.353 -0.925
N 3.134 -1.305 -1.296
C 0.971 -0.692 -0.644
C -2.559 1.318 1.179
C -0.748 0.241 0.202
H 0.478 -1.699 -0.673
H -2.558 0.921 2.211
H 4.100 -0.692 -1.869
H 3.341 -2.099 -0.494
H -3.182 0.866 0.495
H -2.833 2.471 1.149
*
```

Löwdin population analysis, charges in e, atoms 1 to 4: atom 1 (O): -0.02, atom 2 (O): 0.09, atom 3 (O): 0.16, atom 4 (N): -0.06

---

(4)
Density functional theory data (ωB97M-V/def2-TZVPD) for one molecule with the formula C2H4S2 at a distorted geometry.

Properties
E_tot: -874.91651 a.u.
SMILES: CC(=S)S
LUMO: -0.251 eV

ORCA input file:
```
! wB97M-V def2-TZVPD RIJCOSX def2/J DEFGRID3
* xyz 0 1
S 1.088 -0.866 -1.546
S 1.184 -0.367 1.581
C -1.061 0.393 -0.182
C 0.245 -0.257 -0.327
H -1.645 0.175 0.723
H -1.674 0.102 -1.027
H -0.561 1.439 -0.222
H 2.424 -0.618 0.999
*
```

Löwdin population analysis, charges in e, atoms 1 to 4: atom 1 (S): 0.67, atom 2 (S): 0.48, atom 3 (C): -0.20, atom 4 (C): -1.06

---

Number 1: orbital gap 8.71 eV. Number 2: orbital gap 8.41 eV. Number 3: orbital gap 9.39 eV. Number 4: orbital gap 8.57 eV.